This record from the OMol25 dataset describes the molecule C4H6ClNO2. The level of theory is ωB97M-V with the def2-TZVPD basis set.

Bonds (Å) are listed after each position.
Element x y z (Å)
1 C 0.52510 1.77554 0.61226  C2 1.489, H5 1.064, H6 1.121, H7 1.092
2 C 1.31327 0.64454 0.04889  C1 1.489, N11 1.390, O12 1.233
3 C -0.33987 -1.12628 0.70116  C4 1.338, H9 1.067, N11 1.394
4 C -1.62324 -0.77173 0.56450  C3 1.338, H10 1.075, Cl14 1.707
5 H 1.21852 2.48684 0.99305  C1 1.064
6 H -0.11148 2.20364 -0.20474  C1 1.121
7 H -0.08815 1.45642 1.45753  C1 1.092
8 H 2.48554 -1.11254 -0.59467  O13 1.023
9 H -0.06718 -1.90354 1.38014  C3 1.067
10 H -2.34470 -1.23984 1.21007  C4 1.075
11 N 0.72519 -0.61165 -0.03729  C2 1.390, C3 1.394, O13 1.393
12 O 2.47026 0.73895 -0.36738  C2 1.233
13 O 1.61303 -1.61598 -0.41739  H8 1.023, N11 1.393
14 Cl -2.24040 0.36907 -0.54488  C4 1.707

As for the calculated total energy: -22350.8983 eV. For the lowest unoccupied orbital energy, the calculation gives 0.739 eV. The calculation puts the orbital gap at 0.356 hartree. The calculation puts the energy relative to the best compared isomer or geometry (same formula, charge and spin) at 57.8 kcal/mol. Its net charge is 0. The multiplicity is 1.